[1]
Formula: C35H39AuNP2Si2
Source: OMol25
Level of theory: wB97M-V/def2-TZVPD

Element x y z (Å)
Au  0.23  1.34  0.16
C  -2.73  -2.41  0.74
N  -1.54  -1.71  0.23
P  -1.32  -0.23  1.02
C  -0.71  -0.59  2.70
C  0.11  0.40  3.35
C  0.93  0.15  4.46
C  0.95  -1.21  4.97
C  0.11  -2.16  4.41
C  -0.63  -1.88  3.26
C  -2.76  0.81  1.01
C  -3.01  1.81  2.02
C  -4.05  2.72  1.87
C  -4.93  2.65  0.78
C  -4.72  1.69  -0.23
C  -3.67  0.75  -0.12
P  -0.46  -2.33  -1.03
C  0.86  -3.25  -0.22
C  1.14  -4.61  -0.25
C  2.03  -5.08  0.68
C  2.68  -4.30  1.57
C  2.52  -2.88  1.49
C  1.66  -2.36  0.55
C  -1.28  -3.58  -2.09
C  -1.27  -3.31  -3.45
C  -1.84  -4.25  -4.33
C  -2.73  -5.24  -3.85
C  -2.83  -5.41  -2.48
C  -1.98  -4.64  -1.59
H  -2.86  -2.25  1.85
H  -2.64  -3.46  0.52
H  -3.65  -1.97  0.27
H  0.10  1.36  2.89
H  1.49  0.95  4.90
H  1.65  -1.50  5.76
H  0.07  -3.19  4.76
H  -1.12  -2.75  2.86
H  -2.45  1.80  2.95
H  -4.20  3.41  2.66
H  -5.75  3.38  0.70
H  -5.37  1.59  -1.10
H  -3.51  0.05  -0.93
H  0.58  -5.19  -0.91
H  2.22  -6.17  0.73
H  3.38  -4.78  2.29
H  3.21  -2.21  2.03
H  1.43  -1.30  0.36
H  -0.71  -2.43  -3.82
H  -1.58  -4.16  -5.37
H  -3.31  -5.81  -4.60
H  -3.61  -6.01  -1.96
H  -1.92  -4.99  -0.57
C  0.46  2.39  -3.38
Si  1.48  1.74  -1.93
C  2.27  0.05  -2.23
C  2.89  2.94  -1.57
C  4.19  3.04  -2.12
C  4.98  4.18  -1.90
C  4.44  5.31  -1.28
C  3.21  5.13  -0.53
C  2.49  3.94  -0.70
Si  0.94  3.76  0.31
C  1.33  3.97  2.13
C  -0.23  5.03  -0.49
H  0.05  3.31  -3.05
H  -0.39  1.75  -3.58
H  1.02  2.57  -4.34
H  3.04  0.16  -3.01
H  1.60  -0.77  -2.62
H  2.82  -0.25  -1.38
H  4.50  2.26  -2.83
H  5.98  4.22  -2.28
H  5.00  6.19  -1.15
H  2.83  5.85  0.19
H  0.44  3.85  2.80
H  1.79  4.98  2.35
H  2.02  3.16  2.44
H  -0.35  5.02  -1.58
H  0.22  5.99  -0.17
H  -1.23  5.00  -0.03

HOMO energy (spin up / spin down)   -0.2804 / -0.3763 Ha
Largest force on an atom   0.0620 Eh/bohr
E   -2808.92734 Eh
<S²>   2.0101
Orbital gap (spin up / spin down)   4.613 / 3.659 eV
Relative energy (zero: lowest compared OMol25 entry of this formula, charge and spin)   0.372 eV
Multiplicity   3
LUMO (spin up / spin down)   -3.02 / -6.58 eV
Total charge   +1



[2]
Formula: C35H39BO4
Source: OMol25
Level of theory: wB97M-V/def2-TZVPD

Element x y z (Å)
C  -3.20  -1.12  1.38
C  -1.96  -0.80  2.20
C  -1.28  -2.12  2.61
O  -1.03  -0.08  1.42
B  -0.36  0.82  2.37
C  1.16  0.25  2.79
C  1.59  0.17  4.12
C  2.88  -0.38  4.37
C  3.69  -0.78  3.30
C  3.25  -0.66  1.97
C  1.95  -0.19  1.74
C  -0.20  2.33  1.54
C  -0.06  3.45  2.50
C  -0.06  2.47  0.17
O  -1.07  0.89  3.65
C  -2.26  0.16  3.49
C  -3.36  1.19  3.30
C  -2.61  -0.60  4.76
H  -3.92  -1.72  1.98
H  -3.70  -0.21  1.04
H  -2.92  -1.72  0.50
H  -2.00  -2.81  3.08
H  -0.90  -2.61  1.70
H  -0.42  -1.95  3.27
H  0.95  0.50  4.94
H  3.21  -0.50  5.41
H  4.69  -1.22  3.49
H  3.88  -0.95  1.11
H  1.50  -0.19  0.74
H  -0.14  3.11  3.55
H  0.90  3.95  2.31
H  -0.87  4.19  2.39
H  -0.22  3.54  -0.18
H  -0.68  1.77  -0.46
H  -4.35  0.70  3.20
H  -3.37  1.82  4.20
H  -3.16  1.84  2.43
H  -3.55  -1.17  4.62
H  -1.84  -1.31  5.08
H  -2.79  0.12  5.57
C  5.85  7.17  0.17
O  5.22  6.18  1.02
C  4.43  5.22  0.49
C  3.72  4.41  1.41
C  2.80  3.47  0.99
C  2.56  3.21  -0.39
C  1.54  2.17  -0.72
C  1.26  1.95  -2.18
C  1.09  0.64  -2.69
C  0.96  0.39  -4.06
C  0.94  1.48  -4.94
O  0.67  1.31  -6.29
C  1.68  0.87  -7.15
C  1.48  -0.31  -7.87
C  2.44  -0.75  -8.80
C  3.61  0.00  -8.98
C  3.80  1.19  -8.27
C  2.86  1.62  -7.32
C  0.93  2.80  -4.45
C  1.07  3.02  -3.08
C  3.28  4.02  -1.32
C  4.20  4.99  -0.89
H  6.25  7.91  0.86
H  6.68  6.75  -0.42
H  5.13  7.65  -0.51
H  3.94  4.59  2.46
H  2.21  2.92  1.73
H  1.91  1.17  -0.21
H  1.14  -0.22  -2.02
H  0.80  -0.62  -4.40
H  0.54  -0.87  -7.74
H  2.22  -1.64  -9.40
H  4.31  -0.32  -9.77
H  4.68  1.79  -8.51
H  3.05  2.56  -6.80
H  0.79  3.62  -5.15
H  1.12  4.06  -2.75
H  3.17  3.96  -2.41
H  4.79  5.56  -1.61

HOMO energy   -0.2974 Ha
Largest force on an atom   0.0836 Eh/bohr
E   -1682.83865 Eh
Orbital gap   6.661 eV
Relative energy (zero: lowest compared OMol25 entry of this formula, charge and spin)   0.000 eV
Multiplicity   1
LUMO   -1.43 eV



[3]
Formula: C35H39N3O5SSbSn
Source: OMol25
Level of theory: wB97M-V/def2-TZVPD

Element x y z (Å)
Sn  -4.09  -1.37  2.15
C  1.16  -3.71  4.66
C  -0.02  -2.73  4.77
C  0.11  -1.56  3.99
C  -0.71  -0.42  4.18
C  -0.44  0.87  3.49
C  -1.81  -0.53  5.05
C  -2.08  -1.71  5.79
C  -3.06  -1.71  6.97
C  -1.08  -2.79  5.62
H  0.81  -4.66  5.14
H  2.02  -3.27  5.24
H  1.44  -3.87  3.59
H  0.84  -1.44  3.17
H  -1.09  0.97  2.67
H  0.62  0.94  3.12
H  -0.59  1.70  4.15
H  -2.61  0.23  4.97
H  -3.99  -2.21  6.66
H  -3.29  -0.69  7.35
H  -2.62  -2.38  7.69
H  -1.17  -3.61  6.40
C  -5.94  2.82  3.59
O  -5.71  2.64  2.09
C  -5.27  1.42  1.79
O  -5.03  0.49  2.65
N  -5.46  1.16  0.48
N  -5.23  -0.18  0.06
H  -5.32  3.59  4.02
H  -5.82  1.89  4.19
H  -6.96  3.24  3.65
H  -5.30  1.91  -0.24
H  -4.43  -0.31  -0.59
H  -6.09  -0.52  -0.37
C  6.67  0.23  -3.05
C  6.09  0.78  -1.92
C  4.69  0.70  -1.83
C  3.86  0.24  -2.92
C  4.51  -0.32  -4.00
C  5.93  -0.43  -4.01
Sb  1.79  0.31  -2.75
C  1.55  1.09  -4.87
C  0.29  1.23  -5.26
C  -0.04  2.14  -6.24
C  0.94  2.89  -6.99
C  2.27  2.70  -6.61
C  2.58  1.86  -5.49
C  1.68  2.25  -1.83
C  2.62  3.29  -1.96
C  2.42  4.49  -1.30
C  1.27  4.82  -0.55
C  0.23  3.85  -0.57
C  0.42  2.66  -1.22
H  7.77  0.24  -3.21
H  6.66  1.02  -1.00
H  4.20  1.14  -1.00
H  3.95  -0.67  -4.87
H  6.45  -1.09  -4.68
H  -0.46  0.61  -4.82
H  -1.12  2.43  -6.33
H  0.66  3.34  -7.93
H  3.17  3.19  -7.08
H  3.65  1.90  -5.13
H  3.53  3.10  -2.54
H  3.11  5.28  -1.48
H  1.17  5.72  0.03
H  -0.79  3.97  -0.20
H  -0.43  2.00  -1.19
N  1.40  -5.41  -1.77
C  0.62  -4.42  -1.22
C  0.69  -3.95  0.15
C  0.10  -2.70  0.43
C  -0.65  -2.00  -0.55
C  -0.94  -2.59  -1.84
C  -0.19  -3.71  -2.18
S  -1.54  -0.64  0.10
O  -2.04  -1.12  1.44
O  -0.59  0.45  0.24
O  -2.62  -0.45  -0.94
H  1.20  -5.61  -2.72
H  2.05  -5.99  -1.17
H  1.20  -4.50  0.95
H  0.16  -2.12  1.35
H  -1.75  -2.20  -2.41
H  -0.20  -4.20  -3.16

HOMO energy   -0.3513 Ha
Largest force on an atom   0.0947 Eh/bohr
E   -2749.94554 Eh
Orbital gap   5.448 eV
Relative energy (zero: lowest compared OMol25 entry of this formula, charge and spin)   0.838 eV
Multiplicity   1
LUMO   -4.11 eV
Total charge   +1



[4]
Formula: C35H39N3O7
Source: OMol25
Level of theory: wB97M-V/def2-TZVPD

Element x y z (Å)
C  3.80  2.87  -2.44
N  3.31  1.54  -2.15
C  4.04  0.43  -2.51
O  5.18  0.44  -2.97
C  3.16  -0.79  -2.19
C  3.80  -1.90  -1.36
C  5.22  -2.28  -1.75
C  6.25  -2.22  -0.79
C  7.58  -2.43  -1.16
C  7.88  -2.81  -2.48
C  6.86  -2.95  -3.42
C  5.53  -2.71  -3.05
N  2.00  -0.17  -1.55
C  0.97  -0.87  -1.02
C  -0.32  -0.35  -0.88
C  -1.41  -1.02  -0.31
C  -2.64  -1.20  -1.05
C  -3.39  -2.38  -0.88
C  -4.64  -2.52  -1.45
C  -5.16  -1.49  -2.25
C  -4.38  -0.37  -2.55
C  -3.10  -0.25  -2.00
C  1.92  1.27  -1.80
C  1.53  2.08  -0.55
C  1.01  1.60  -3.01
H  4.88  2.82  -2.55
H  3.36  3.27  -3.36
H  3.53  3.53  -1.61
H  2.88  -1.24  -3.17
H  3.79  -1.61  -0.30
H  3.17  -2.79  -1.47
H  5.98  -1.96  0.24
H  8.37  -2.32  -0.42
H  8.92  -2.97  -2.77
H  7.08  -3.26  -4.44
H  4.72  -2.83  -3.77
H  1.17  -1.91  -0.74
H  -0.51  0.65  -1.27
H  -1.24  -1.68  0.55
H  -2.94  -3.19  -0.30
H  -5.21  -3.44  -1.27
H  -6.18  -1.57  -2.64
H  -4.75  0.42  -3.20
H  -2.47  0.61  -2.26
H  2.34  2.03  0.19
H  1.35  3.13  -0.83
H  0.62  1.69  -0.07
H  1.58  1.47  -3.94
H  0.13  0.94  -3.05
H  0.67  2.64  -2.94
C  -0.73  0.58  6.29
C  -0.25  0.74  4.87
O  -1.33  0.31  4.00
C  -1.05  0.30  2.67
C  -2.25  0.25  1.81
C  -3.28  -0.73  2.19
O  -4.35  -0.90  1.62
O  -2.96  -1.47  3.27
C  -3.97  -2.45  3.63
C  -3.66  -2.92  5.02
C  -2.64  1.43  1.13
C  -3.92  1.62  0.49
C  -4.24  2.80  -0.14
C  -3.34  3.89  -0.11
N  -3.63  5.05  -0.89
O  -2.78  5.97  -0.95
O  -4.72  5.10  -1.50
C  -2.07  3.74  0.50
C  -1.72  2.53  1.06
O  0.10  0.35  2.24
H  0.02  0.98  6.97
H  -1.67  1.12  6.47
H  -0.87  -0.47  6.55
H  -0.03  1.80  4.64
H  0.64  0.13  4.67
H  -4.97  -2.00  3.55
H  -3.88  -3.27  2.90
H  -4.42  -3.63  5.35
H  -2.69  -3.42  5.06
H  -3.67  -2.09  5.74
H  -4.63  0.80  0.50
H  -5.19  2.92  -0.66
H  -1.38  4.58  0.51
H  -0.72  2.41  1.49

HOMO energy   -0.2678 Ha
Largest force on an atom   0.0493 Eh/bohr
E   -2047.91094 Eh
Orbital gap   5.675 eV
Relative energy (zero: lowest compared OMol25 entry of this formula, charge and spin)   0.389 eV
Multiplicity   1
LUMO   -1.61 eV



[5]
Formula: C35H39N5O7PtSSeSi
Source: OMol25
Level of theory: wB97M-V/def2-TZVPD

Element x y z (Å)
Pt  0.83  -0.06  0.32
N  4.73  0.08  5.57
C  4.56  -0.19  4.19
C  5.54  0.18  3.28
C  5.36  -0.05  1.92
C  4.21  -0.69  1.49
C  3.24  -1.09  2.40
C  3.41  -0.84  3.75
S  3.87  -0.89  -0.25
O  5.08  -0.59  -0.97
O  3.34  -2.23  -0.39
N  2.69  0.18  -0.56
C  2.93  1.45  0.05
N  1.82  1.79  0.71
C  1.87  2.89  1.67
C  3.10  3.73  1.42
C  4.09  3.27  0.65
N  4.08  2.07  -0.04
H  5.26  0.93  5.73
H  3.84  0.13  6.05
H  6.43  0.70  3.62
H  6.08  0.29  1.19
H  2.32  -1.54  2.07
H  2.61  -1.09  4.43
H  0.98  3.52  1.52
H  3.18  4.69  1.92
H  4.99  3.87  0.51
C  -1.87  2.76  1.52
Si  -1.53  1.95  -0.10
C  1.82  2.35  3.10
C  -0.21  2.69  -1.17
N  -2.70  1.16  -0.87
C  -3.82  0.56  -0.38
C  -5.08  1.19  -0.34
C  -6.17  0.59  0.26
C  -6.06  -0.66  0.86
C  -4.84  -1.33  0.81
C  -3.78  -0.75  0.14
O  -2.52  -1.31  0.06
C  -2.16  -2.55  0.10
C  -0.73  -2.74  0.27
C  -0.31  -4.12  0.44
C  -1.17  -5.17  0.38
C  -2.54  -4.91  0.10
C  -3.04  -3.65  -0.04
H  -0.99  3.21  1.97
H  -2.28  2.02  2.23
H  -2.63  3.53  1.36
H  1.79  3.18  3.82
H  2.71  1.74  3.28
H  0.94  1.72  3.26
H  0.36  3.44  -0.62
H  -0.65  3.14  -2.06
H  0.50  1.92  -1.47
H  -5.15  2.19  -0.75
H  -7.11  1.12  0.30
H  -6.89  -1.10  1.40
H  -4.69  -2.25  1.35
H  -0.59  -2.19  1.23
H  0.74  -4.28  0.63
H  -0.83  -6.19  0.52
H  -3.21  -5.75  -0.01
H  -4.08  -3.48  -0.26
O  -1.92  -2.14  3.12
Se  -0.95  -0.84  3.28
O  -1.68  0.40  4.02
O  -0.71  -0.39  1.65
O  0.50  -1.20  3.91
C  -0.06  -3.42  -2.58
C  -0.02  -1.94  -2.14
C  -1.35  -1.33  -2.59
C  0.31  -1.86  -0.60
C  1.13  -1.25  -2.90
C  2.36  -1.88  -3.06
C  3.41  -1.25  -3.71
C  3.25  0.03  -4.23
C  2.02  0.66  -4.10
C  0.98  0.02  -3.45
H  -0.98  -3.90  -2.23
H  0.79  -3.99  -2.19
H  -0.05  -3.49  -3.67
H  -2.19  -1.95  -2.29
H  -1.37  -1.29  -3.69
H  -1.52  -0.34  -2.19
H  1.23  -2.43  -0.51
H  2.53  -2.85  -2.62
H  4.37  -1.74  -3.76
H  4.08  0.53  -4.70
H  1.88  1.66  -4.48
H  0.03  0.54  -3.36

HOMO energy   -0.0635 Ha
Largest force on an atom   0.0145 Eh/bohr
E   -5365.92966 Eh
Orbital gap   5.275 eV
Relative energy (zero: lowest compared OMol25 entry of this formula, charge and spin)   1.559 eV
Multiplicity   1
LUMO   3.55 eV
Total charge   -2